(1)
The following is a quantum chemistry calculation of a structure of composition C39H44ClHfN3O6PS3 at a distorted geometry, from the OMol25 dataset.

Each line ends with the Löwdin charge.
Cartesian coordinates (Å):
Hf -0.45 0.40 -0.66  1.35
O -4.87 -0.84 -1.03  0.06
C -5.22 -0.88 0.27  -0.26
C -6.55 -1.13 0.58  -0.02
C -6.97 -1.19 1.90  -0.09
C -6.06 -1.00 2.93  -0.10
C -4.73 -0.74 2.64  -0.03
C -4.29 -0.67 1.31  -0.12
C -2.88 -0.36 1.02  -0.46
O -2.48 -0.30 -0.21  -0.22
N -2.11 -0.09 2.05  0.08
N -0.90 0.35 1.67  -0.15
C 0.00 0.53 2.56  -0.11
C 1.25 1.13 2.14  -0.26
C 2.26 1.45 3.06  -0.01
C 3.38 2.12 2.62  -0.05
C 3.47 2.48 1.28  -0.04
C 2.44 2.11 0.44  -0.15
N 1.37 1.43 0.84  0.04
H -3.91 -0.69 -1.07  0.07
H -7.24 -1.28 -0.24  0.11
H -8.01 -1.39 2.12  0.10
H -6.38 -1.06 3.96  0.09
H -4.00 -0.59 3.42  0.11
H -0.16 0.28 3.60  0.13
H 2.13 1.19 4.10  0.11
H 4.18 2.37 3.30  0.11
H 4.32 3.02 0.89  0.11
H 2.46 2.37 -0.62  0.10
Cl 0.40 2.43 -3.18  0.69
C -1.30 2.36 -3.52  -0.61
C -1.94 3.48 -4.01  -0.13
C -3.31 3.45 -4.22  -0.11
C -4.01 2.28 -3.94  -0.09
C -3.34 1.15 -3.48  -0.04
C -1.96 1.15 -3.26  -0.35
C -1.22 -0.04 -2.78  -0.30
H -1.37 4.37 -4.22  0.09
H -3.83 4.32 -4.59  0.09
H -5.08 2.24 -4.10  0.10
H -3.91 0.25 -3.30  0.10
H -0.32 -0.19 -3.37  -0.01
H -1.84 -0.94 -2.85  0.06
O 7.70 -0.80 1.47  0.10
C 7.36 0.11 0.53  -0.49
O 8.16 0.96 0.23  0.10
C 6.01 -0.01 -0.06  -0.16
C 4.98 -0.76 0.51  -0.04
C 3.74 -0.82 -0.08  -0.12
C 3.47 -0.14 -1.28  -0.69
S 1.92 -0.21 -2.05  0.52
C 4.51 0.59 -1.86  -0.11
C 5.75 0.67 -1.26  -0.02
H 7.01 -1.47 1.54  0.08
H 5.12 -1.27 1.46  0.11
H 2.94 -1.40 0.38  0.02
H 4.30 1.12 -2.78  0.10
H 6.54 1.26 -1.70  0.12
C 0.29 5.50 0.95  -0.06
C -0.85 5.18 -0.02  -0.63
C -2.19 5.64 0.57  -0.06
C -0.59 5.88 -1.36  -0.05
C -0.90 3.72 -0.23  -0.14
C -0.96 2.52 -0.41  -0.14
H 0.31 6.57 1.17  0.08
H 1.26 5.22 0.52  0.08
H 0.17 4.95 1.89  0.08
H -2.18 6.72 0.73  0.08
H -2.38 5.14 1.52  0.09
H -3.00 5.39 -0.12  0.09
H -0.48 6.95 -1.22  0.08
H -1.43 5.70 -2.04  0.07
H 0.31 5.49 -1.83  0.08
C 1.64 -4.20 -1.94  -0.07
C 0.26 -4.83 -2.00  -0.44
C 0.30 -6.32 -1.68  -0.05
O -0.73 -4.17 -1.18  -0.32
P -0.69 -3.60 0.32  -0.07
S -2.54 -3.54 0.93  0.33
S 0.49 -1.95 0.43  0.36
O 0.18 -4.78 1.02  -0.33
C 0.74 -4.81 2.35  -0.46
C 2.19 -4.35 2.31  -0.07
C -0.07 -4.06 3.39  -0.09
H 2.29 -4.70 -2.67  0.08
H 2.07 -4.34 -0.94  0.06
H 1.62 -3.14 -2.15  0.03
H -0.15 -4.70 -3.00  0.14
H 0.73 -6.48 -0.70  0.07
H 0.91 -6.82 -2.43  0.08
H -0.70 -6.74 -1.70  0.08
H 0.73 -5.88 2.60  0.14
H 2.24 -3.28 2.10  0.03
H 2.73 -4.88 1.52  0.08
H 2.67 -4.55 3.26  0.08
H -0.12 -3.00 3.14  0.05
H 0.40 -4.18 4.37  0.08
H -1.09 -4.44 3.43  0.06

The total charge is -1. The calculation puts the LUMO energy at 1.5 eV. As for the gap between HOMO and LUMO: 6.6 eV. The energy comes out at -113543.9657 eV. For the largest force on an atom, the calculation gives 1.24 eV/A. The spin multiplicity is 1.

(2)
The following is a quantum chemistry calculation of a structure of composition C39H45AsBr2ClN4O11RbS at a distorted geometry, from the OMol25 dataset.

Each line ends with the Löwdin charge.
Cartesian coordinates (Å):
Rb 12.99 13.07 14.30  0.71
Br 7.94 13.91 11.35  0.56
C 9.83 13.94 11.56  -1.07
Br 10.66 14.76 10.01  0.55
H 10.25 12.93 11.75  0.00
H 10.04 14.58 12.41  -0.02
C 16.28 12.43 16.53  0.01
C 14.89 11.79 16.51  -0.60
O 13.94 12.34 17.01  -0.03
N 14.88 10.63 15.82  0.09
C 13.71 9.77 15.63  -0.10
C 13.73 8.47 16.43  -0.25
C 13.43 7.31 15.70  -0.02
C 13.19 6.11 16.38  -0.06
C 13.23 6.20 17.77  -0.09
C 13.60 7.39 18.40  -0.15
N 13.85 8.51 17.74  0.13
H 16.98 11.70 16.93  0.08
H 16.20 13.22 17.24  0.07
H 16.59 12.76 15.55  0.06
H 15.73 10.27 15.45  0.13
H 13.65 9.49 14.53  0.12
H 12.82 10.32 15.86  0.10
H 13.49 7.41 14.61  0.10
H 12.85 5.24 15.84  0.10
H 13.01 5.36 18.41  0.08
H 13.73 7.46 19.47  0.10
C 6.85 8.26 8.79  -0.06
C 8.16 8.50 9.53  -0.30
C 8.87 7.49 10.11  -0.06
C 10.04 7.71 10.88  -0.02
C 10.46 9.04 11.08  -0.24
C 9.77 10.07 10.44  -0.06
C 8.59 9.82 9.74  -0.04
S 11.83 9.60 12.09  0.51
O 12.54 10.53 11.26  -0.31
O 12.54 8.36 12.45  -0.36
N 11.26 10.39 13.26  -0.14
C 10.61 9.80 14.35  -0.26
C 10.58 8.45 14.56  -0.05
C 9.96 7.93 15.72  -0.08
C 9.45 8.76 16.69  -0.06
C 9.42 10.15 16.50  -0.16
C 8.91 11.09 17.44  -0.04
C 8.96 12.41 17.19  -0.05
C 9.64 12.87 16.01  -0.12
N 10.15 12.05 15.13  0.07
C 10.00 10.69 15.32  -0.15
H 6.55 7.21 8.84  0.07
H 6.97 8.58 7.73  0.08
H 6.12 8.94 9.24  0.07
H 8.51 6.48 9.95  0.10
H 10.64 6.96 11.34  0.09
H 10.15 11.09 10.47  0.10
H 8.11 10.72 9.35  0.11
H 11.07 7.76 13.91  0.08
H 9.88 6.89 15.89  0.08
H 9.05 8.28 17.58  0.10
H 8.44 10.68 18.35  0.12
H 8.60 13.17 17.85  0.10
H 9.67 13.96 15.77  0.10
O 10.74 18.17 15.31  -0.38
Cl 10.32 16.97 16.00  0.64
O 8.93 17.05 16.35  -0.36
O 10.52 15.86 15.07  -0.42
O 11.15 16.79 17.17  -0.36
C 16.86 15.95 13.22  -0.19
C 16.32 17.17 14.00  -0.47
As 14.82 16.61 15.17  1.23
C 13.54 16.41 13.68  -0.49
C 13.35 17.49 12.59  -0.16
C 14.17 18.40 15.87  -0.44
C 15.21 19.40 16.10  -0.22
H 17.84 16.16 12.72  0.07
H 16.22 15.66 12.37  0.06
H 16.91 15.05 13.87  0.05
H 15.87 17.98 13.40  0.05
H 17.09 17.61 14.61  0.04
H 12.57 16.14 14.07  0.00
H 13.94 15.49 13.16  0.02
H 13.35 18.51 13.04  0.06
H 12.33 17.44 12.08  0.08
H 14.16 17.44 11.85  0.06
H 13.60 18.11 16.72  0.03
H 13.48 18.82 15.09  0.06
H 15.91 19.12 16.95  0.09
H 14.81 20.36 16.30  0.05
H 15.90 19.56 15.29  0.04
O 17.32 11.45 13.34  -0.03
C 16.55 12.17 12.68  -0.65
O 15.71 13.04 13.07  -0.15
C 16.62 11.92 11.14  -0.11
C 17.78 12.04 10.36  -0.04
C 17.80 11.75 8.96  -0.01
C 16.59 11.35 8.43  -0.22
O 16.28 11.12 7.08  -0.02
C 15.07 10.38 7.19  -0.18
O 14.41 10.88 8.36  0.01
C 15.43 11.24 9.22  -0.19
C 15.39 11.51 10.56  0.07
H 18.72 12.21 10.88  0.10
H 18.70 11.97 8.35  0.11
H 15.32 9.29 7.34  0.15
H 14.50 10.63 6.29  0.13
H 14.48 11.50 11.12  0.09

The total charge is -2. The calculation puts the LUMO energy at 3.7 eV. As for the gap between HOMO and LUMO: 7.1 eV. The energy comes out at -294588.9012 eV. For the largest force on an atom, the calculation gives 2.95 eV/A. The spin multiplicity is 1.

- gap between HOMO and LUMO of number 2 (C39H45AsBr2ClN4O11RbS)?
  7.1 eV

- Which value of spin multiplicity does entry 2 give?
  1

- What is the formula in the second record?
  C39H45AsBr2ClN4O11RbS